{"formula": "C29H58FNO6", "method": "ωB97M-V/def2-TZVPD", "species": ["F", "O", "O", "O", "O", "O", "O", "N", "C", "C", "C", "C", "C", "C", "C", "C", "C", "C", "C", "C", "C", "C", "C", "C", "C", "C", "C", "C", "C", "C", "C", "C", "C", "C", "C", "C", "C", "H", "H", "H", "H", "H", "H", "H", "H", "H", "H", "H", "H", "H", "H", "H", "H", "H", "H", "H", "H", "H", "H", "H", "H", "H", "H", "H", "H", "H", "H", "H", "H", "H", "H", "H", "H", "H", "H", "H", "H", "H", "H", "H", "H", "H", "H", "H", "H", "H", "H", "H", "H", "H", "H", "H", "H", "H", "H"], "positions_angstrom": [[3.391934, -3.019298, 2.139549], [1.075335, -1.688487, -0.882981], [2.285496, -0.160093, 0.215537], [-6.405728, -0.651732, 3.582395], [2.088858, 4.485432, 1.784735], [4.735683, -1.196319, -5.222266], [2.816565, -1.348879, 3.427660], [0.557408, -1.266938, 1.305375], [5.856153, -3.124376, -6.265335], [0.802650, 1.961423, -0.959313], [-7.447733, -1.609363, 3.597985], [3.161108, 4.855243, 0.939661], [-5.496057, -0.694411, 4.665523], [-3.619290, -1.518919, -1.019938], [-0.537310, 1.739847, -1.648992], [2.483731, -2.155218, 2.632743], [-2.332397, 1.756344, 0.157194], [4.004044, -1.938577, -4.264758], [0.410572, -0.139884, 2.066090], [1.932668, 1.307121, -1.785557], [-8.356582, -1.512683, 4.811892], [4.126069, 3.716643, 0.668316], [-2.174456, -2.096194, -3.084177], [5.973642, -1.749674, -5.629373], [3.213057, 5.021707, 3.906032], [2.801396, 0.285133, -1.040724], [-2.244846, -1.979734, -1.552101], [1.325976, -1.051821, 0.095245], [0.089430, 0.812246, 2.724101], [-1.678398, 2.523858, -1.009171], [1.093593, -2.392426, 2.073904], [-0.880334, -1.569870, -3.696318], [4.740034, -2.145828, -2.951248], [-4.754144, -2.013864, 4.796100], [2.440126, 4.014598, 3.071673], [-3.591762, 0.950866, -0.233907], [-3.544794, -0.537815, 0.173227], [-5.429830, -2.847244, 4.992502], [3.412443, 4.614218, 4.897599], [-7.818463, -1.699136, 5.742244], [4.612501, 3.364181, 1.578390], [-0.469163, 2.004985, -2.697898], [1.144808, -3.238010, 1.404317], [-6.005964, -0.440920, 5.601823], [5.190169, -3.088448, -7.128578], [4.170870, 5.280722, 3.452636], [-4.147784, -2.393516, -0.660879], [2.640565, 5.943939, 4.016349], [0.966472, 3.034267, -0.983801], [-2.652971, -0.789797, 0.743134], [3.687038, -2.898655, -4.686198], [2.987070, 3.068602, 2.993337], [3.012737, -0.530923, -1.718765], [2.703037, 5.176805, 0.003457], [-4.181380, -1.042126, -1.814982], [4.909823, 4.029528, -0.023226], [-4.039216, -1.963308, 5.618178], [0.434842, -2.618385, 2.899535], [-0.731710, -0.520286, -3.490111], [-1.476328, -1.341891, -1.131527], [0.790917, 1.684401, 0.086508], [-4.212258, -2.237608, 3.875596], [-4.777235, 0.103533, 4.477675], [2.596371, 2.096654, -2.114808], [6.382736, -1.050385, -6.358641], [-0.943157, -1.668307, -4.776827], [-0.354320, 1.625470, 3.204816], [5.658305, -2.719690, -3.081911], [-8.797262, -0.517127, 4.879032], [5.457188, -3.865133, -5.571318], [-9.159397, -2.247138, 4.740176], [-1.270523, 3.456212, -0.628038], [-2.219558, -3.150296, -3.323515], [-4.450392, 1.383258, 0.262854], [-3.779888, 1.056746, -1.297935], [-2.067361, -2.968133, -1.141635], [-3.003741, -1.571501, -3.542586], [-8.032786, -1.422740, 2.697341], [-0.020576, -2.152112, -3.394113], [6.836094, -3.470628, -6.595437], [3.691035, 5.727163, 1.340165], [-2.439241, 2.736282, -1.753990], [-2.617287, 2.491766, 0.902203], [3.759124, 0.734152, -0.835882], [6.676552, -1.769813, -4.788820], [-1.575627, 1.096056, 0.556940], [5.013835, -1.184384, -2.514736], [1.498217, 3.785573, 3.570926], [4.106351, -2.685813, -2.245938], [3.589239, 2.869771, 0.235383], [-0.773529, 0.677634, -1.609490], [1.509066, 0.909011, -2.695849], [-4.386656, -0.737618, 0.825586], [-7.038177, -2.621034, 3.499986], [3.092688, -1.366874, -4.080044]], "atomic_forces_ev_per_a": [[0.0, -0.2, -0.3], [0.1, -0.2, -0.4], [-0.1, 0.3, 0.0], [0.0, 0.2, -0.2], [-0.3, 0.1, -0.1], [-0.1, 0.2, -0.1], [-0.1, 0.0, -0.1], [1.3, 0.9, 0.5], [-0.1, 0.0, 0.0], [0.0, 0.5, -1.1], [-0.1, -0.1, 0.1], [0.1, 0.0, 0.0], [0.0, -0.1, 0.1], [0.5, 0.2, 0.6], [-0.4, -0.2, 0.5], [0.2, 0.4, 0.5], [-0.3, 0.5, -0.7], [0.0, -0.1, 0.1], [-0.8, 0.5, 0.4], [-0.2, 0.3, 0.9], [0.1, 0.1, 0.1], [0.0, -0.1, 0.0], [0.8, 0.2, 0.5], [0.1, -0.1, 0.0], [0.0, 0.1, -0.1], [0.6, 0.5, -1.1], [-0.7, 0.1, 0.0], [-0.8, -0.7, 0.0], [0.3, -1.0, -0.7], [0.0, -0.5, 0.4], [0.2, -0.6, -0.5], [-0.4, -0.3, -0.5], [0.1, 0.0, -0.1], [-0.1, -0.1, -0.1], [0.1, -0.1, 0.1], [0.7, -0.3, 0.5], [-0.3, -0.2, -0.7], [0.0, 0.0, 0.1], [0.0, 0.0, 0.0], [0.0, -0.1, 0.0], [0.0, 0.1, 0.0], [0.3, 0.1, -0.3], [-0.1, -0.3, -0.1], [0.0, -0.1, 0.0], [0.0, 0.0, 0.0], [0.0, -0.1, 0.0], [-0.4, -0.2, -0.3], [0.0, 0.0, 0.0], [0.1, 0.3, 0.3], [0.2, 0.2, 0.2], [0.0, 0.0, 0.0], [0.0, 0.0, 0.0], [-0.2, -0.5, 0.3], [-0.1, 0.0, 0.0], [-0.3, -0.1, -0.2], [0.0, 0.0, 0.0], [0.0, 0.0, 0.0], [-0.2, 0.0, 0.2], [0.2, 0.3, 0.2], [0.3, 0.2, -0.2], [0.0, -0.2, 0.2], [0.0, 0.0, 0.0], [-0.1, 0.0, -0.1], [0.3, 0.1, -0.1], [-0.1, 0.1, 0.0], [0.0, 0.0, -0.3], [-0.1, 0.7, 0.5], [0.0, -0.1, 0.0], [0.0, 0.0, 0.0], [0.1, 0.0, 0.0], [0.0, 0.0, 0.0], [-0.1, 0.3, -0.1], [-0.4, -0.3, -0.3], [-0.2, 0.3, 0.0], [0.0, -0.1, -0.3], [0.3, -0.1, 0.2], [-0.3, 0.0, -0.1], [0.1, 0.1, 0.0], [0.3, 0.0, 0.3], [0.0, 0.0, 0.0], [0.0, 0.0, 0.0], [-0.1, 0.3, -0.1], [0.1, 0.0, 0.4], [0.2, 0.1, 0.6], [0.0, -0.1, 0.0], [0.1, -0.1, 0.4], [0.0, 0.0, 0.0], [-0.1, 0.0, -0.1], [0.0, 0.0, 0.0], [0.0, 0.0, 0.0], [-0.1, -0.2, -0.2], [-0.1, -0.5, -0.1], [-0.2, -0.1, 0.2], [0.0, 0.0, 0.1], [0.0, 0.1, -0.1]], "fmax_ev_per_a": 1.67, "orbital_gap_ev": 10.02, "e_tot_ev": -47502.4569}